1.
The following is a quantum chemistry calculation of 2 unconnected molecules or ions with the total composition CH2BrCl2P, from OMol25.

Properties
Gap between HOMO and LUMO (spin up / spin down) = 7.836 / 7.491 eV
Energy relative to the best compared isomer or geometry (same formula, charge and spin) = 68.0 kcal/mol
E = -105443.7021 eV
LUMO energy (spin up / spin down) = -0.6761 / -1.4574 eV
2S+1 = 1

Element x y z (Å)
C: 1.6396 0.0263 0.2145
P: -1.5925 0.6362 0.6989
Cl: -1.6730 0.7613 -1.3036
Cl: -2.3757 -1.2461 0.7810
Br: 1.2562 -1.0696 -1.2494
H: 1.8938 0.9549 -0.1309
H: 0.8516 -0.0630 0.9894

The natural (NBO) scheme yields these atomic charges, measured in e: number 1, C, carries -0.416; number 2, P, carries 0.564; number 3, Cl, carries -0.270; number 4, Cl, carries -0.286; number 5, Br, carries 0.064; number 6, H, carries 0.167; number 7, H, carries 0.178

2.
The following is a quantum chemistry calculation of 8 unconnected molecules or ions with the total composition C33H65ClIN3O8, from OMol25.

Properties
Gap between HOMO and LUMO = 8.486 eV
Energy relative to the best compared isomer or geometry (same formula, charge and spin) = 0.0 kcal/mol
E = -76748.6044 eV
LUMO energy = -0.5216 eV
2S+1 = 1

Element x y z (Å)
C: 0.3662 4.6614 -0.7681
C: 0.3214 3.2224 -1.2646
Cl: 1.3588 3.1570 -2.7613
C: 0.9225 2.1783 -0.3071
C: 0.6383 2.3651 1.1594
C: 1.6516 2.2427 2.0591
C: 1.4796 2.4378 3.4341
N: 2.5715 2.3113 4.2509
C: 2.3478 2.5387 5.5140
C: 1.0640 2.8506 6.0014
N: -0.0115 2.9408 5.2714
C: 0.2198 2.7468 3.9388
C: -0.8529 2.8575 3.0125
I: -2.7419 3.3368 3.8269
C: -0.6554 2.6770 1.6704
N: -1.7768 2.7885 0.7413
C: -2.4172 1.7446 0.7329
O: -3.0673 0.8068 0.7912
H: 0.1716 4.7593 0.2951
H: -0.4166 5.2200 -1.2777
H: 1.3031 5.1260 -1.0541
H: -0.6670 2.9164 -1.5655
H: 1.9872 2.0752 -0.4775
H: 0.5001 1.2128 -0.5995
H: 2.6402 1.9850 1.7118
H: 3.1826 2.4781 6.1965
H: 0.9514 3.0041 7.0671
C: 1.4628 1.7603 -7.1674
C: 0.2301 2.6533 -7.1601
C: 0.6123 4.1230 -7.2472
O: -0.5304 2.4250 -5.9718
H: 2.0984 1.9797 -6.3040
H: 1.1824 0.7125 -7.1000
H: 2.0498 1.9038 -8.0759
H: -0.4183 2.3959 -8.0011
H: 1.2239 4.4090 -6.3874
H: -0.2787 4.7517 -7.2344
H: 1.1744 4.3332 -8.1584
H: 0.0556 2.6511 -5.2405
C: -2.1299 -3.3019 3.8146
C: -0.9136 -2.5977 3.2357
C: -0.9651 -1.0972 3.4507
O: -0.8323 -2.8462 1.8311
H: -3.0473 -2.9418 3.3406
H: -2.0748 -4.3758 3.6301
H: -2.2066 -3.1361 4.8903
H: -0.0100 -3.0048 3.6904
H: -1.8391 -0.6687 2.9516
H: -0.0826 -0.6156 3.0240
H: -1.0171 -0.8501 4.5125
H: -1.6544 -2.4820 1.4819
C: 1.0286 6.8929 7.2570
C: 1.9045 6.4012 8.3985
C: 2.3608 7.5516 9.2828
O: 3.0357 5.7104 7.8691
H: 1.5811 7.5869 6.6175
H: 0.7159 6.0587 6.6273
H: 0.1386 7.4014 7.6301
H: 1.3536 5.6758 8.9990
H: 2.9541 8.2659 8.7055
H: 2.9931 7.1846 10.0917
H: 1.5105 8.0792 9.7170
H: 3.5376 6.3318 7.3317
C: -2.7876 -6.9769 5.6808
C: -1.3971 -6.6361 6.1959
C: -0.3735 -7.6743 5.7622
O: -1.4211 -6.5418 7.6199
H: -3.1190 -7.9389 6.0813
H: -3.5100 -6.2268 6.0042
H: -2.8048 -7.0303 4.5909
H: -1.0990 -5.6549 5.8239
H: -0.6317 -8.6578 6.1644
H: 0.6149 -7.4182 6.1443
H: -0.3185 -7.7481 4.6750
H: -1.6825 -7.4009 7.9666
C: -1.9821 -2.0627 -2.5702
C: -1.3960 -3.4177 -2.1984
C: -2.4666 -4.3345 -1.6251
O: -0.3444 -3.2462 -1.2529
H: -2.3948 -1.5716 -1.6833
H: -1.2143 -1.4044 -2.9721
H: -2.7769 -2.1618 -3.3107
H: -0.9487 -3.8856 -3.0780
H: -2.8934 -3.9021 -0.7155
H: -2.0378 -5.2994 -1.3533
H: -3.2734 -4.4999 -2.3411
H: -0.7309 -2.8309 -0.4694
C: 1.5429 -1.5079 -5.1570
C: 2.7273 -1.1641 -4.2677
C: 3.8610 -2.1628 -4.4429
O: 2.3193 -1.1308 -2.8957
H: 1.1457 -2.4930 -4.8944
H: 0.7351 -0.7876 -5.0172
H: 1.8179 -1.5171 -6.2102
H: 3.0831 -0.1607 -4.5072
H: 3.5323 -3.1674 -4.1623
H: 4.7010 -1.9051 -3.7970
H: 4.2104 -2.1884 -5.4765
H: 2.0012 -2.0100 -2.6557
C: -1.8270 -1.5147 -9.3512
C: -0.9018 -1.9723 -8.2340
C: -1.6837 -2.3461 -6.9849
O: 0.0377 -0.9420 -7.9280
H: -2.3860 -0.6263 -9.0446
H: -1.2516 -1.2458 -10.2376
H: -2.5393 -2.2957 -9.6216
H: -0.3184 -2.8305 -8.5707
H: -2.2378 -1.4824 -6.6064
H: -1.0053 -2.6667 -6.1947
H: -2.3919 -3.1519 -7.1863
H: -0.4573 -0.1702 -7.6277

Atomic partial charges in e from the Mulliken method, atoms 1 to 99: number 1, C, carries -1.439; number 2, C, carries 0.669; number 3, Cl, carries -0.261; number 4, C, carries -1.713; number 5, C, carries 0.663; number 6, C, carries -0.633; number 7, C, carries 0.030; number 8, N, carries -0.617; number 9, C, carries -0.393; number 10, C, carries -0.445; number 11, N, carries -0.504; number 12, C, carries 1.365; number 13, C, carries -1.053; number 14, I, carries 0.121; number 15, C, carries 0.626; number 16, N, carries -0.529; number 17, C, carries 0.682; number 18, O, carries -0.408; number 19, H, carries 0.257; number 20, H, carries 0.333; number 21, H, carries 0.486; number 22, H, carries 0.368; number 23, H, carries 0.623; number 24, H, carries 0.357; number 25, H, carries 0.451; number 26, H, carries 0.464; number 27, H, carries 0.508; number 28, C, carries -0.715; number 29, C, carries 0.340; number 30, C, carries -1.442; number 31, O, carries -0.498; number 32, H, carries 0.292; number 33, H, carries -0.060; number 34, H, carries 0.389; number 35, H, carries 0.463; number 36, H, carries 0.297; number 37, H, carries 0.346; number 38, H, carries 0.383; number 39, H, carries 0.270; number 40, C, carries -1.256; number 41, C, carries 0.204; number 42, C, carries -1.096; number 43, O, carries -0.444; number 44, H, carries 0.413; number 45, H, carries 0.255; number 46, H, carries 0.394; number 47, H, carries 0.288; number 48, H, carries 0.199; number 49, H, carries 0.280; number 50, H, carries 0.438; number 51, H, carries 0.296; number 52, C, carries -1.075; number 53, C, carries 0.452; number 54, C, carries -1.382; number 55, O, carries -0.537; number 56, H, carries 0.335; number 57, H, carries 0.175; number 58, H, carries 0.365; number 59, H, carries 0.275; number 60, H, carries 0.350; number 61, H, carries 0.325; number 62, H, carries 0.373; number 63, H, carries 0.347; number 64, C, carries -1.283; number 65, C, carries 0.604; number 66, C, carries -1.278; number 67, O, carries -0.560; number 68, H, carries 0.425; number 69, H, carries 0.297; number 70, H, carries 0.342; number 71, H, carries 0.093; number 72, H, carries 0.334; number 73, H, carries 0.337; number 74, H, carries 0.346; number 75, H, carries 0.348; number 76, C, carries -1.000; number 77, C, carries 0.506; number 78, C, carries -1.427; number 79, O, carries -0.458; number 80, H, carries 0.287; number 81, H, carries 0.154; number 82, H, carries 0.383; number 83, H, carries 0.296; number 84, H, carries 0.274; number 85, H, carries 0.341; number 86, H, carries 0.406; number 87, H, carries 0.265; number 88, C, carries -1.049; number 89, C, carries 0.467; number 90, C, carries -1.525; number 91, O, carries -0.478; number 92, H, carries 0.412; number 93, H, carries 0.194; number 94, H, carries 0.345; number 95, H, carries 0.236; number 96, H, carries 0.336; number 97, H, carries 0.366; number 98, H, carries 0.398; number 99, H, carries 0.309

3.
The following is a quantum chemistry calculation of a molecular structure, C36H28N5O8P2RhSSe2, from OMol25.

Properties
Net charge = -2
Gap between HOMO and LUMO (spin up / spin down) = 6.075 / 7.025 eV
Energy relative to the best compared isomer or geometry (same formula, charge and spin) = 19.6 kcal/mol
E = -224734.0700 eV
⟨S²⟩ = 6.0127
LUMO energy (spin up / spin down) = 3.9271 / 3.5562 eV
2S+1 = 5

Element x y z (Å)
Rh: 1.2384 -0.0786 -2.7079
Se: -1.6896 -1.7231 3.7007
P: -0.8177 0.1241 3.1315
C: 0.6171 0.4659 4.2008
C: 1.7780 -0.2823 3.9966
C: 2.8718 -0.1023 4.8252
C: 2.8149 0.8189 5.8694
C: 1.6622 1.5588 6.0749
C: 0.5622 1.3841 5.2367
C: -1.9731 1.5209 3.3793
C: -3.0693 1.3580 4.2171
C: -3.9544 2.4126 4.4257
C: -3.7470 3.6294 3.7907
C: -2.6544 3.7937 2.9496
C: -1.7654 2.7444 2.7433
C: -0.1673 0.3660 1.4891
C: -0.4116 -0.0680 0.1971
N: 0.4369 0.5970 -0.5989
N: 1.1883 1.4126 0.1545
N: 0.8437 1.2894 1.4149
P: -1.6652 -1.0558 -0.6534
Se: -1.0081 -0.8264 -3.4802
C: -3.1548 -0.0479 -0.2863
C: -3.5329 0.8650 -1.2723
C: -4.5559 1.7773 -1.0309
C: -5.2064 1.7859 0.1955
C: -4.8316 0.8802 1.1858
C: -3.8113 -0.0319 0.9471
C: -1.8194 -2.5792 0.3240
C: -0.6382 -3.2281 0.6917
C: -0.6924 -4.4539 1.3364
C: -1.9181 -5.0485 1.6124
C: -3.0941 -4.4222 1.2192
C: -3.0433 -3.1971 0.5654
H: 1.8296 -0.9935 3.1786
H: 3.7742 -0.6753 4.6475
H: 3.6740 0.9627 6.5140
H: 1.6149 2.2810 6.8814
H: -0.3344 1.9716 5.3942
H: -3.2269 0.3923 4.6840
H: -4.8107 2.2761 5.0763
H: -4.4431 4.4471 3.9414
H: -2.4943 4.7368 2.4408
H: -0.9132 2.8679 2.0853
H: -3.0012 0.8996 -2.2183
H: -4.8260 2.4897 -1.8023
H: -5.9923 2.5082 0.3890
H: -5.3166 0.8978 2.1569
H: -3.5072 -0.7131 1.7368
H: 0.3233 -2.7879 0.4501
H: 0.2329 -4.9397 1.6239
H: -1.9572 -6.0030 2.1244
H: -4.0538 -4.8833 1.4257
H: -3.9639 -2.7135 0.2614
O: 3.3272 -2.7574 -0.0975
C: 2.9011 -1.9402 -0.9201
O: 1.7454 -1.9258 -1.4613
C: 3.8557 -0.8150 -1.3178
C: 5.2273 -0.9320 -1.1592
C: 6.0280 0.1360 -1.5261
C: 5.4409 1.2885 -2.0131
C: 4.0617 1.3216 -2.1372
N: 3.2935 0.2909 -1.7980
H: 5.6215 -1.8497 -0.7464
H: 7.1068 0.0700 -1.4321
H: 6.0314 2.1412 -2.3210
H: 3.5437 2.1907 -2.5214
O: 0.8148 1.8434 -4.0133
S: -0.5495 1.7714 -4.6160
O: -0.6712 2.4851 -5.8610
O: -0.7393 0.2168 -5.0297
O: -1.5931 2.0172 -3.6266
O: 0.7197 -2.4663 -5.1122
C: 1.6166 -1.7007 -5.4288
C: 2.2141 -1.6614 -6.8291
C: 2.9063 -0.3067 -6.8495
C: 3.0964 -0.0138 -5.3700
O: 3.9003 0.7948 -4.9430
N: 2.2251 -0.7744 -4.6138
H: 1.4435 -1.8245 -7.5793
H: 2.9396 -2.4764 -6.8933
H: 2.2404 0.4698 -7.2342
H: 3.8520 -0.2535 -7.3853

The Mulliken scheme yields these atomic charges, measured in e: number 1, Rh, carries 1.158; number 2, Se, carries -0.319; number 3, P, carries 1.153; number 4, C, carries 0.571; number 5, C, carries -0.511; number 6, C, carries -0.631; number 7, C, carries -0.454; number 8, C, carries -0.657; number 9, C, carries -0.463; number 10, C, carries 0.282; number 11, C, carries -0.506; number 12, C, carries -0.678; number 13, C, carries -0.379; number 14, C, carries -0.686; number 15, C, carries -0.391; number 16, C, carries 0.272; number 17, C, carries 0.271; number 18, N, carries 0.519; number 19, N, carries -1.193; number 20, N, carries -0.222; number 21, P, carries -0.013; number 22, Se, carries -0.067; number 23, C, carries 0.635; number 24, C, carries -0.323; number 25, C, carries -0.690; number 26, C, carries -0.536; number 27, C, carries -0.809; number 28, C, carries 0.167; number 29, C, carries 0.359; number 30, C, carries -0.536; number 31, C, carries -0.609; number 32, C, carries -0.459; number 33, C, carries -0.614; number 34, C, carries -0.295; number 35, H, carries 0.436; number 36, H, carries 0.410; number 37, H, carries 0.345; number 38, H, carries 0.381; number 39, H, carries 0.315; number 40, H, carries 0.368; number 41, H, carries 0.379; number 42, H, carries 0.343; number 43, H, carries 0.386; number 44, H, carries 0.415; number 45, H, carries 0.047; number 46, H, carries 0.458; number 47, H, carries 0.356; number 48, H, carries 0.430; number 49, H, carries 0.381; number 50, H, carries 0.290; number 51, H, carries 0.416; number 52, H, carries 0.353; number 53, H, carries 0.374; number 54, H, carries 0.405; number 55, O, carries -0.823; number 56, C, carries 0.402; number 57, O, carries -0.718; number 58, C, carries 0.415; number 59, C, carries -0.666; number 60, C, carries -0.284; number 61, C, carries -0.702; number 62, C, carries -0.597; number 63, N, carries 0.587; number 64, H, carries 0.479; number 65, H, carries 0.374; number 66, H, carries 0.401; number 67, H, carries 0.474; number 68, O, carries -0.587; number 69, S, carries 0.979; number 70, O, carries -0.695; number 71, O, carries -0.432; number 72, O, carries -0.597; number 73, O, carries -0.681; number 74, C, carries 0.260; number 75, C, carries -0.600; number 76, C, carries -0.593; number 77, C, carries 0.066; number 78, O, carries -0.641; number 79, N, carries 0.396; number 80, H, carries 0.302; number 81, H, carries 0.272; number 82, H, carries 0.246; number 83, H, carries 0.326